This record from the Open Molecules 2025 dataset describes the molecule C6H13ClN2O2. The level of theory is ωB97M-V/def2-TZVPD.

CARTESIAN COORDINATES (ANGSTROEM)
C  -2.009  -0.195  -1.318
N  -0.685  -0.741  -1.246
C  -0.679  -2.171  -1.451
C  0.368  0.155  -0.814
Cl  1.924  -0.523  -1.414
C  0.664  0.655  0.657
C  2.036  1.412  0.852
C  -0.426  1.387  1.475
N  0.865  -0.663  1.469
O  -0.145  -1.193  1.918
O  2.026  -1.054  1.581
H  -2.677  -1.055  -1.338
H  -2.222  0.435  -0.412
H  -2.189  0.427  -2.255
H  -1.723  -2.447  -1.444
H  -0.284  -2.520  -2.425
H  -0.171  -2.727  -0.640
H  0.231  1.156  -1.253
H  1.953  2.495  0.850
H  2.409  1.204  1.857
H  2.821  1.174  0.144
H  -0.377  2.490  1.420
H  -1.452  1.092  1.242
H  -0.258  1.209  2.543

Output
frontier orbital gap: 9.094 eV
total charge: 0
SMILES string: CN(C)[C@H](Cl)C(C)(C)[N+](=O)[O-]
electronic energy: -26026.303 eV
E_LUMO: 0.5461 eV